C17H15N3 | ωB97M-V with the def2-TZVPD basis set

The geometry in XYZ format:
```
35
Properties=species:S:1:pos:R:3:forces:R:3
C 1.58521 1.80103 -1.62835 0.0 -0.1 0.0
N 1.18426 0.55530 -0.94020 -0.1 0.7 0.3
C -0.23717 0.49334 -0.54656 0.1 -0.2 -1.4
C -0.41840 0.63484 0.99539 0.0 -0.2 1.4
C 0.31911 -0.49107 1.63208 0.7 -1.6 1.2
N 0.81221 -1.40355 2.16653 -1.0 1.9 -1.1
C 0.25671 1.89009 1.39817 0.9 2.5 0.4
N 0.69072 2.94684 1.65129 -1.0 -2.5 -0.5
C -1.87608 0.65040 1.61724 -0.3 0.0 0.3
C -2.57200 1.85015 1.85261 -0.3 0.0 0.0
C -3.93416 1.84177 2.22808 0.5 -0.3 0.3
C -4.58901 0.63466 2.51324 0.2 -0.1 -0.7
C -3.85772 -0.55819 2.41896 0.6 0.3 0.2
C -2.49003 -0.53276 2.06507 -0.3 0.0 -0.1
C 1.86995 -0.60105 -1.42114 0.2 -1.3 -0.5
C 1.90064 -0.88599 -2.80996 0.0 0.1 0.7
C 2.57512 -2.01241 -3.28184 0.2 0.4 0.0
C 3.32303 -2.81573 -2.41922 -0.5 0.0 0.3
C 3.29203 -2.55355 -1.05047 -0.1 0.3 0.0
C 2.56028 -1.47306 -0.54648 -0.2 0.7 -0.3
H 2.53879 1.65303 -2.15592 -0.4 -0.1 0.3
H 0.83540 2.11134 -2.37410 0.1 0.0 0.1
H 1.73580 2.60898 -0.90856 -0.1 0.0 -0.1
H -0.68503 -0.45445 -0.92540 0.2 0.5 0.6
H -0.78420 1.32040 -1.05501 0.3 -0.4 0.5
H -2.00959 2.78931 1.89917 -0.4 -0.2 -0.7
H -4.46420 2.79057 2.34678 0.3 -0.3 0.1
H -5.65329 0.62115 2.79883 0.7 0.0 -0.2
H -4.32205 -1.51775 2.66853 0.2 0.4 0.1
H -1.86015 -1.40320 2.28458 -0.4 0.1 -0.7
H 1.42699 -0.17996 -3.50340 0.0 -0.5 0.2
H 2.54751 -2.23306 -4.34300 0.1 0.0 0.0
H 3.88228 -3.66864 -2.79689 -0.1 0.2 0.0
H 3.85795 -3.17097 -0.35391 -0.1 0.1 -0.2
H 2.55911 -1.23781 0.52388 0.1 -0.2 -0.6
```
Forces are in eV/Å.

The value obtained for the total energy is -22340.757 eV. As for the total charge: 0. The value obtained for the energy above the lowest of the compared OMol25 structures with the same formula, charge and spin is 0.0 kcal per mole. The calculation puts the orbital gap at 9.3368 eV. Its SMILES is CN(CC(C#N)(C#N)c1ccccc1)c1ccccc1. Its strongest force on any atom is 2.74 eV/A.

How positive or negative is each atom? The natural (NBO) charges in e answer that: -0.410, -0.495, -0.176, -0.289, 0.318, -0.301, 0.314, -0.297, -0.007, -0.202, -0.210, -0.199, -0.209, -0.200, 0.133, -0.199, -0.214, -0.223, -0.202, -0.219, 0.219, 0.175, 0.216, 0.229, 0.217, 0.236, 0.223, 0.223, 0.223, 0.236, 0.206, 0.211, 0.216, 0.218, 0.238

=====

CH2O3 | ωB97M-V with the def2-TZVPD basis set

The geometry in XYZ format:
```
6
Properties=species:S:1:pos:R:3:forces:R:3
O -0.51091 -0.82061 -2.46426 0.3 0.3 -0.8
C -0.43634 -0.60291 -1.30484 0.0 -0.2 0.3
O 0.48438 0.19679 -0.76865 2.0 1.8 -2.9
O 0.43581 0.43922 0.56803 -0.3 1.9 3.4
H -1.00188 -1.07730 -0.57025 -1.5 -0.8 1.6
H 0.62684 1.45667 0.75547 -0.6 -2.9 -1.5
```
Forces are in eV/Å.

The value obtained for the total energy is -7208.446 eV. As for the total charge: 0. The value obtained for the energy above the lowest of the compared OMol25 structures with the same formula, charge and spin is 94.6 kcal per mole. The calculation puts the orbital gap at 11.2719 eV. Its SMILES is O=COO. Its strongest force on any atom is 4.02 eV/A.

How positive or negative is each atom? The natural (NBO) charges in e answer that: -0.530, 0.630, -0.259, -0.431, 0.105, 0.486

=====

C45H37ClN6O6PPb | ωB97M-V with the def2-TZVPD basis set

The geometry in XYZ format:
```
97
Properties=species:S:1:pos:R:3:forces:R:3
Pb 0.07221 -0.41547 1.06865 -0.1 -0.5 -0.2
C 3.07493 -2.01154 3.37376 0.1 0.0 0.1
O 2.17268 -2.25196 2.30378 0.1 0.1 -0.1
C 1.80132 -3.52839 2.05371 -0.2 0.0 -0.2
C 1.90047 -4.57464 2.95940 0.0 0.1 0.1
C 1.50806 -5.85401 2.59445 0.0 0.0 0.0
C 1.01954 -6.10926 1.32110 0.0 -0.1 0.0
C 0.90535 -5.07479 0.41183 0.1 0.1 0.0
C 1.28317 -3.78195 0.77199 0.1 -0.7 -0.3
N 1.15581 -2.69603 -0.09076 0.2 1.3 0.5
N 1.18114 -2.78526 -1.32847 0.0 -0.9 -0.8
C 1.57844 -1.89596 -2.21422 0.2 0.2 1.0
C 2.47968 -0.79032 -1.75828 -0.1 -0.5 0.7
O 2.78199 -0.66171 -0.56903 -0.3 0.0 -0.5
C 2.98051 0.07472 -2.79802 0.1 0.4 -0.4
C 2.66174 -0.11108 -4.09256 0.3 0.3 0.3
C 1.80462 -1.17446 -4.54766 -0.3 -0.4 0.0
C 1.50631 -1.34277 -5.90543 0.1 0.1 0.2
C 0.68604 -2.36851 -6.32159 -0.1 -0.1 -0.1
C 0.12983 -3.24183 -5.38621 0.0 0.0 -0.1
C 0.41122 -3.09639 -4.04467 0.1 0.1 0.0
C 1.25499 -2.06804 -3.60935 -0.2 -0.1 -0.4
H 3.90164 -2.72389 3.35287 0.0 0.0 0.0
H 3.45930 -1.00572 3.22163 0.0 0.0 0.0
H 2.57432 -2.06680 4.34475 0.0 0.0 0.0
H 2.27176 -4.38885 3.95812 0.0 0.0 0.0
H 1.59251 -6.65715 3.31409 0.0 0.0 0.0
H 0.73379 -7.11255 1.03671 0.0 0.0 0.0
H 0.51024 -5.23907 -0.58222 0.0 0.0 0.0
H 3.62396 0.88515 -2.48063 0.0 0.0 0.0
H 3.06657 0.56320 -4.83892 0.0 0.0 0.0
H 1.93305 -0.65535 -6.62581 0.0 0.0 0.0
H 0.47472 -2.50098 -7.37429 0.0 0.0 0.0
H -0.52898 -4.03411 -5.71634 0.0 0.0 0.0
H -0.00554 -3.78098 -3.31798 0.0 0.0 0.0
O -3.96508 0.95259 1.20144 -0.2 0.3 -0.2
Cl -3.04503 0.00960 1.71962 -0.4 -0.1 -0.1
O -3.64106 -0.84457 2.68270 -0.2 -0.2 0.2
O -1.90938 0.70223 2.32515 0.6 0.3 0.1
O -2.49226 -0.79042 0.62370 0.1 -0.1 -0.2
N 0.26335 -0.57510 4.79190 -0.1 0.2 0.0
C 1.07220 0.40314 4.25087 0.2 0.1 0.0
C 1.77194 1.19854 5.17853 0.0 0.1 0.1
C 2.62933 2.17476 4.73639 -0.1 -0.2 -0.1
C 2.79317 2.36126 3.36374 0.1 0.0 0.0
C 2.07615 1.55583 2.51736 0.1 0.1 0.0
N 1.23073 0.59551 2.94080 -0.2 -0.1 0.4
C -0.55997 -1.59825 4.32552 -0.1 -0.3 -0.1
C -1.25509 -2.32443 5.30076 0.0 0.0 0.1
C -2.06227 -3.36959 4.91333 0.1 0.1 -0.1
C -2.16534 -3.67748 3.56175 0.0 -0.1 0.0
C -1.45332 -2.91204 2.67111 0.0 -0.1 0.0
N -0.65225 -1.90274 3.03793 0.1 0.3 0.2
H 0.20253 -0.49012 5.79213 0.0 0.0 0.1
H 1.63534 1.03316 6.23965 0.0 0.0 0.0
H 3.17332 2.78210 5.44684 0.0 0.0 0.0
H 3.46078 3.11502 2.97351 0.0 0.0 0.0
H 2.15554 1.65704 1.44119 0.0 0.0 0.0
H -1.16631 -2.05725 6.34644 0.0 0.0 0.0
H -2.60948 -3.93679 5.65367 0.0 0.0 0.0
H -2.80328 -4.47594 3.21298 0.0 0.0 0.0
H -1.52439 -3.09343 1.60556 0.0 0.0 0.0
N 0.20902 1.51536 -0.20756 0.8 0.2 0.2
P -0.82760 2.34133 -1.08333 -0.9 1.0 -1.1
C -1.71151 1.31255 -2.28518 0.2 0.0 0.4
C -3.05738 0.99242 -2.14835 0.0 0.1 0.0
C -3.64025 0.10129 -3.03822 -0.1 0.0 0.0
C -2.88732 -0.46255 -4.05716 0.0 0.0 0.0
C -1.54227 -0.14157 -4.19505 0.0 0.0 0.0
C -0.94995 0.73200 -3.30011 0.0 0.0 0.0
C -1.99176 3.41953 -0.20774 0.2 -0.4 0.1
C -3.09744 3.99262 -0.82667 0.0 0.0 0.0
C -3.91997 4.84034 -0.10417 -0.1 0.0 -0.1
C -3.62702 5.13564 1.22023 0.0 0.0 0.0
C -2.50253 4.59355 1.82329 0.0 0.0 0.1
C -1.68091 3.73649 1.10923 -0.1 -0.1 0.0
C 0.12730 3.56889 -2.03175 0.1 -0.3 0.2
C 1.10382 4.28227 -1.33937 0.0 0.0 0.0
C 1.78568 5.30951 -1.96979 0.0 0.0 0.0
C 1.49572 5.62289 -3.29113 0.0 0.0 0.0
C 0.52269 4.91287 -3.97845 0.0 0.0 0.0
C -0.16788 3.88524 -3.35161 0.0 0.0 0.0
H -3.64191 1.42988 -1.35180 0.0 -0.1 0.1
H -4.68708 -0.15152 -2.93337 0.0 0.0 0.0
H -3.34651 -1.16114 -4.74503 0.0 0.0 0.0
H -0.95999 -0.56874 -5.00188 0.0 0.0 0.1
H 0.10226 0.97909 -3.39131 0.0 0.0 0.0
H -3.31566 3.77803 -1.86599 0.0 0.0 0.0
H -4.79623 5.26809 -0.57341 0.0 0.0 0.0
H -4.27815 5.79201 1.78247 0.0 0.0 0.0
H -2.26864 4.82336 2.85480 0.0 0.0 0.0
H -0.81124 3.28774 1.57180 0.0 0.0 0.1
H 1.31701 4.02392 -0.30864 0.0 0.1 0.0
H 2.53601 5.87176 -1.42957 0.0 0.0 0.0
H 2.03012 6.42268 -3.78668 0.0 0.0 0.0
H 0.29360 5.15951 -5.00691 0.0 0.0 0.0
H -0.93120 3.33884 -3.89053 0.0 0.0 0.0
```
Forces are in eV/Å.

The value obtained for the total energy is -95535.929 eV. As for the total charge: +1. The value obtained for the energy above the lowest of the compared OMol25 structures with the same formula, charge and spin is 90.8 kcal per mole. The calculation puts the orbital gap (spin up / spin down) at 5.7919 / 6.3171 eV. Its strongest force on any atom is 1.74 eV/A.

How positive or negative is each atom? The Löwdin charges in e answer that: 1.486, -0.049, -0.150, -0.251, -0.006, -0.058, -0.073, -0.006, -0.193, 0.021, 0.137, -0.096, -0.342, 0.021, 0.007, -0.001, -0.183, -0.027, -0.071, -0.063, -0.014, -0.123, 0.109, 0.093, 0.092, 0.116, 0.113, 0.110, 0.114, 0.124, 0.126, 0.121, 0.112, 0.112, 0.112, -0.285, 0.640, -0.284, -0.448, -0.467, 0.147, -0.296, 0.004, -0.038, -0.046, -0.143, -0.004, -0.283, 0.009, -0.032, -0.038, -0.149, 0.021, 0.134, 0.121, 0.120, 0.113, 0.086, 0.119, 0.119, 0.117, 0.112, -0.260, 0.829, -0.288, -0.073, -0.051, -0.053, -0.060, -0.089, -0.296, -0.079, -0.061, -0.063, -0.062, -0.094, -0.276, -0.081, -0.069, -0.070, -0.066, -0.074, 0.094, 0.114, 0.111, 0.090, 0.100, 0.111, 0.110, 0.109, 0.109, 0.090, 0.099, 0.108, 0.109, 0.110, 0.106

=====

C25H35CuN6O2S4 | ωB97M-V with the def2-TZVPD basis set

The geometry in XYZ format:
```
73
Properties=species:S:1:pos:R:3:forces:R:3
Cu -0.74562 1.23971 -0.17906 0.0 0.0 -0.4
C 4.59902 2.03326 -2.81000 -0.4 0.3 0.2
C 3.20282 2.36716 -3.23730 0.2 -0.1 0.2
N 2.85400 2.76763 -4.40943 0.3 0.0 -0.1
N 1.44512 2.81525 -4.38003 -0.2 0.0 0.1
C 0.96228 2.62626 -3.06231 0.2 -0.7 0.1
S -0.29488 3.67146 -2.42384 0.0 0.5 -0.2
N 2.14782 2.25730 -2.37714 0.1 0.1 0.3
N 2.26479 1.59770 -1.13457 -0.2 0.3 -0.4
H 5.29917 2.36125 -3.56089 0.2 0.1 -0.3
H 4.71622 0.96699 -2.64112 0.0 -0.2 0.0
H 4.82697 2.52552 -1.86461 -0.1 0.0 0.0
H 1.06869 3.56456 -4.93861 0.0 0.1 0.1
H 1.76037 0.72182 -1.22961 -0.1 -0.2 0.0
H 1.70552 2.14541 -0.47505 0.2 0.1 0.1
O -0.94908 0.89275 1.81529 0.0 0.1 0.3
C -1.05286 -0.19793 2.59710 -0.2 0.1 -0.3
C -1.47797 0.25144 4.01279 -0.1 0.3 0.2
C -1.81426 -0.38822 5.17279 0.2 0.3 0.2
C -2.22852 0.51268 6.21251 -0.2 -0.2 -0.4
C -2.25684 1.80570 5.78932 0.2 -0.1 -0.4
S -1.73785 1.95286 4.14735 0.0 -0.2 0.3
C 0.28254 -0.98804 2.58855 -0.4 0.0 0.2
C 1.28800 -0.82786 1.68281 -0.2 0.2 -0.4
C 2.35982 -1.74331 1.84867 -0.2 -0.4 0.6
C 2.16259 -2.59198 2.90141 0.0 0.0 0.0
S 0.66662 -2.25448 3.69368 0.4 -0.1 -0.1
C -2.22950 -1.09112 2.09703 0.1 0.1 0.0
C -3.31484 -0.62905 1.40613 0.4 0.0 0.3
C -4.30734 -1.62166 1.18376 0.0 0.0 0.0
C -3.96393 -2.83008 1.71504 0.2 0.2 0.0
S -2.41070 -2.75456 2.45291 -0.3 -0.4 0.1
H -1.75975 -1.45793 5.31010 0.0 -0.1 0.0
H -2.56612 0.20242 7.19528 0.1 0.0 -0.1
H -2.57903 2.67180 6.34809 0.1 0.0 0.0
H 1.21719 -0.09482 0.88395 0.0 0.0 0.3
H 3.23170 -1.80323 1.22564 0.2 0.1 -0.2
H 2.81604 -3.39599 3.23343 -0.2 0.3 0.0
H -3.34685 0.40949 1.12115 -0.1 0.1 -0.2
H -5.23740 -1.44698 0.65363 0.1 0.0 0.1
H -4.52695 -3.74523 1.71363 0.0 -0.1 -0.1
C 0.75199 5.06559 0.23112 0.2 -0.1 0.2
O 0.61663 3.66254 0.08860 0.2 0.3 -0.1
C -0.49810 3.16202 -0.66928 -0.1 -0.4 0.1
C -1.78935 3.84390 -0.24740 -0.3 -0.1 0.1
H 0.02298 5.46123 0.93890 0.0 0.0 0.2
H 0.61481 5.62176 -0.70282 0.2 -0.2 -0.1
H 1.76212 5.22034 0.63023 -0.2 0.1 -0.1
H -1.81636 4.92743 -0.41671 -0.1 0.1 -0.1
H -1.97086 3.65781 0.81344 0.1 0.0 0.1
H -2.61175 3.37809 -0.79397 0.0 0.2 0.0
C 1.97384 -3.04293 -2.57772 -0.5 -0.2 0.3
C 0.51221 -3.18619 -3.01318 -0.2 -0.4 0.4
N -0.45317 -2.64644 -2.05592 0.1 0.4 -0.1
C -1.01768 -3.54180 -1.06075 -0.3 0.1 0.2
C -0.07915 -3.99711 0.05330 0.0 0.1 -0.2
C -0.51310 -1.27349 -1.87389 0.0 -0.7 -0.1
C -0.16092 -0.43943 -3.06100 -0.1 0.8 0.4
N -0.89085 -0.70162 -0.79384 -0.1 0.1 0.1
H 2.61417 -3.41785 -3.36100 0.4 -0.2 -0.2
H 2.17271 -3.55649 -1.63599 0.0 -0.1 -0.2
H 2.21508 -2.00562 -2.41081 0.1 0.5 0.0
H 0.25659 -4.25149 -3.14129 0.1 0.3 0.0
H 0.38059 -2.70294 -3.97961 -0.1 0.0 0.0
H -1.43213 -4.40371 -1.59344 0.1 0.0 0.0
H -1.88593 -3.03718 -0.61616 0.1 -0.1 -0.1
H 0.75082 -4.58383 -0.33920 0.0 0.0 0.0
H -0.62027 -4.60568 0.76880 -0.1 -0.2 0.1
H 0.31661 -3.14900 0.60966 0.1 0.1 0.0
H -0.68644 -0.76909 -3.94422 -0.1 -0.2 -0.3
H 0.90877 -0.44525 -3.25084 0.1 0.0 -0.2
H -0.43583 0.60226 -2.84378 0.1 -0.3 -0.1
H -1.08501 -1.34379 -0.02970 0.0 0.0 -0.1
```
Forces are in eV/Å.

The value obtained for the total energy is -127507.001 eV. As for the total charge: -1. The calculation puts the orbital gap (spin up / spin down) at 4.7356 / 6.0904 eV. The multiplicity is 2. Its strongest force on any atom is 0.86 eV/A.

How positive or negative is each atom? The Löwdin charges in e answer that: 0.306, -0.026, -0.399, 0.058, -0.053, -0.597, 0.906, -0.111, 0.117, 0.064, 0.068, 0.073, 0.095, 0.052, 0.052, -0.283, -0.635, -0.436, -0.156, -0.209, -0.434, 1.069, -0.439, -0.133, -0.195, -0.425, 0.996, -0.464, -0.121, -0.184, -0.421, 0.999, 0.082, 0.087, 0.049, 0.088, 0.094, 0.058, 0.114, 0.096, 0.050, -0.142, -0.300, -0.751, -0.198, 0.073, 0.059, 0.086, 0.055, 0.075, 0.063, -0.064, -0.211, -0.092, -0.210, -0.077, -0.396, -0.019, 0.142, 0.068, 0.061, 0.056, 0.120, 0.101, 0.115, 0.104, 0.063, 0.058, 0.049, 0.086, 0.076, 0.056, 0.042

=====

C22H24N | ωB97M-V with the def2-TZVPD basis set

The geometry in XYZ format:
```
47
Properties=species:S:1:pos:R:3:forces:R:3
C 5.74091 -2.41082 -0.92815 0.1 -0.3 0.0
C 4.43430 -1.68483 -0.85693 -0.1 0.3 -0.2
C 4.40108 -0.28241 -0.81939 -0.3 0.2 0.0
C 3.19428 0.39661 -0.72646 -0.2 0.1 0.1
C 1.95127 -0.29654 -0.69891 0.5 -0.6 0.0
C 0.70065 0.39747 -0.63478 -0.1 0.0 -0.6
C -0.53317 -0.21792 -0.85965 -0.2 -0.1 -0.2
C -1.77953 0.40600 -0.80480 0.4 -0.2 0.1
C -3.02758 -0.29400 -0.84960 -0.7 -0.5 -0.1
C -4.26385 0.41182 -0.89438 0.3 0.0 0.0
C -5.48021 -0.25137 -0.93259 0.2 0.1 0.0
C -5.53262 -1.65462 -0.92921 0.1 0.3 0.0
C -6.85538 -2.35922 -0.94569 -0.1 -0.3 0.0
C -4.32891 -2.37366 -0.90158 0.3 0.1 0.1
C -3.10540 -1.71884 -0.84621 -0.1 0.2 -0.1
C 2.01054 -1.72014 -0.76331 0.1 0.2 0.0
C 3.22312 -2.38780 -0.85216 -0.4 0.0 0.1
H 5.57787 -3.49161 -0.94354 0.1 0.2 0.0
H 6.31057 -2.14002 -1.82596 -0.2 0.0 0.2
H 6.36952 -2.17268 -0.06199 -0.1 0.0 -0.1
H 5.34262 0.27068 -0.87049 -0.4 -0.1 0.1
H 3.18454 1.48718 -0.66898 0.0 -0.3 0.0
H 0.73184 1.47625 -0.46304 0.0 -0.3 0.0
H -0.52400 -1.27053 -1.15515 0.0 0.4 0.4
H -1.82240 1.49663 -0.72833 0.0 -0.2 0.1
H -4.23672 1.50144 -0.91001 -0.1 -0.2 0.0
H -6.41771 0.31025 -0.96474 0.4 -0.1 0.0
H -6.71526 -3.44417 -0.95052 -0.1 0.2 0.0
H -7.45949 -2.09972 -0.06598 0.2 0.0 -0.2
H -7.44365 -2.08641 -1.83139 0.2 0.0 0.2
H -4.37141 -3.46640 -0.91657 0.1 0.4 0.1
H -2.18982 -2.30564 -0.80257 -0.3 0.1 0.0
H 1.08768 -2.29827 -0.72219 0.3 0.1 0.0
H 3.24454 -3.47813 -0.92348 -0.1 0.4 0.1
C 0.01113 4.00511 1.64444 0.1 0.2 -0.1
N 1.11479 3.13881 2.04358 0.4 -0.2 -0.1
C 2.34138 3.60467 2.48003 0.0 -1.1 0.2
C 3.09465 2.50823 2.90316 -0.9 0.2 -0.5
C 2.29386 1.33767 2.69518 -0.4 0.8 -0.5
C 1.09076 1.75571 2.12880 0.8 0.4 0.8
H -0.89470 3.40479 1.48977 0.3 0.1 0.1
H -0.18362 4.76006 2.42373 0.0 -0.4 -0.3
H 0.24292 4.54319 0.71133 0.0 -0.2 0.3
H 2.57886 4.66236 2.46553 -0.1 -0.2 0.0
H 4.10032 2.53567 3.29774 -0.2 0.1 0.0
H 2.56674 0.31741 2.93361 -0.1 0.2 -0.1
H 0.22468 1.17770 1.83184 0.0 0.2 0.2
```
Forces are in eV/Å.

The value obtained for the total energy is -24686.206 eV. As for the total charge: +1. The value obtained for the energy above the lowest of the compared OMol25 structures with the same formula, charge and spin is 22.1 kcal per mole. The calculation puts the orbital gap at 5.1988 eV. Its strongest force on any atom is 1.17 eV/A.

How positive or negative is each atom? The natural (NBO) charges in e answer that: -0.652, 0.100, -0.232, -0.105, -0.089, 0.055, -0.339, 0.071, -0.200, -0.095, -0.230, 0.098, -0.652, -0.249, -0.049, -0.122, -0.236, 0.228, 0.245, 0.245, 0.235, 0.230, 0.231, 0.217, 0.220, 0.223, 0.235, 0.229, 0.246, 0.245, 0.232, 0.205, 0.211, 0.231, -0.402, -0.344, -0.065, -0.297, -0.290, -0.101, 0.204, 0.224, 0.205, 0.222, 0.232, 0.227, 0.204